83
Properties=species:S:1:pos:R:3:mulliken_charge:R:1 method="wB97M-V/def2-TZVPD" homo_lumo_gap_ha=0.2966 total_energy_ha=-2459.610575 charge=+1
S 5.602 -0.756 -1.497 -0.161
C 4.473 0.158 -0.784 -0.041
S 3.144 -0.683 -0.050 -0.256
C 1.711 0.322 -0.494 -0.824
C 1.124 -0.133 -1.830 -0.383
C 1.403 0.734 -3.034 -0.967
N 1.062 2.142 -2.822 0.436
C 1.791 3.212 -3.267 -0.397
C 1.156 4.360 -2.886 -0.585
N 0.040 3.956 -2.210 0.009
C -0.001 2.620 -2.178 -0.276
N 4.462 1.540 -0.687 0.471
C 5.510 2.223 -1.450 -0.997
C 5.323 3.691 -1.260 -0.687
O 5.715 4.029 0.038 -0.439
C 4.869 3.431 0.980 -0.603
C 4.513 1.957 0.746 -0.638
H 0.970 0.187 0.275 0.486
H 2.013 1.358 -0.484 0.400
H 0.053 -0.190 -1.698 0.006
H 1.442 -1.141 -2.026 0.729
H 0.820 0.375 -3.866 0.248
H 2.437 0.683 -3.328 0.360
H 2.686 3.083 -3.827 0.578
H 1.413 5.380 -3.043 0.439
H -0.649 4.548 -1.783 0.227
H -0.758 2.022 -1.724 0.557
H 6.480 1.995 -1.029 0.430
H 5.504 1.917 -2.483 0.585
H 4.274 3.942 -1.382 0.321
H 5.910 4.253 -1.969 0.432
H 3.962 4.014 1.112 0.301
H 5.404 3.486 1.913 0.343
H 5.166 1.313 1.314 0.432
H 3.525 1.815 1.151 0.344
C -1.712 -2.099 0.462 -0.377
O -0.681 -1.824 -0.134 -0.560
N -2.947 -1.738 0.069 0.213
C -4.133 -2.101 0.841 -1.111
C -3.095 -0.971 -1.150 -0.831
H -1.720 -2.696 1.386 0.658
H -4.809 -2.717 0.247 0.443
H -4.662 -1.199 1.160 0.414
H -3.833 -2.655 1.730 0.314
H -2.692 -1.518 -2.002 0.294
H -2.554 -0.023 -1.069 0.105
H -4.147 -0.766 -1.318 0.408
C 2.039 -1.069 -6.065 0.038
O 1.653 0.004 -5.628 -0.608
N 2.961 -1.829 -5.455 0.203
C 3.401 -3.110 -5.971 -0.925
C 3.515 -1.310 -4.221 -0.351
H 1.651 -1.507 -6.998 0.296
H 3.193 -3.906 -5.255 0.339
H 4.473 -3.096 -6.174 0.327
H 2.875 -3.328 -6.897 0.299
H 2.710 -1.152 -3.500 -0.360
H 3.999 -0.350 -4.406 0.406
H 4.236 -2.003 -3.800 0.445
C -2.116 -1.703 3.948 0.644
O -2.530 -2.848 4.037 -0.652
N -1.745 -0.928 4.966 0.118
C -1.272 0.424 4.771 -0.961
C -1.829 -1.461 6.321 -0.925
H -2.032 -1.196 2.969 -0.133
H -0.255 0.535 5.151 0.358
H -1.919 1.132 5.291 0.350
H -1.276 0.660 3.708 0.281
H -1.203 -2.348 6.417 0.323
H -2.857 -1.730 6.551 0.242
H -1.493 -0.701 7.019 0.398
C -5.606 -1.495 4.927 0.143
O -5.301 -0.502 5.567 -0.655
N -6.688 -1.571 4.136 0.109
C -6.988 -2.759 3.363 -0.951
C -7.573 -0.420 4.056 -0.991
H -4.999 -2.411 4.926 0.313
H -7.006 -2.508 2.300 0.327
H -7.959 -3.170 3.640 0.371
H -6.222 -3.512 3.538 0.316
H -7.032 0.455 3.693 0.309
H -7.976 -0.178 5.038 0.304
H -8.390 -0.647 3.377 0.397

78
Properties=species:S:1:pos:R:3:mulliken_charge:R:1 method="wB97M-V/def2-TZVPD" homo_lumo_gap_ha="0.2412 / 0.2416" total_energy_ha=-5454.868996 multiplicity=6 charge=0
Sm -0.034 -0.147 -1.016 0.107
S 0.498 -2.927 -1.240 -0.384
C 1.251 -3.581 0.186 0.929
C 1.409 -4.988 0.328 -0.865
C 1.840 -5.569 1.485 -0.519
C 2.257 -4.759 2.578 -0.796
C 2.285 -3.398 2.394 -0.591
C 1.774 -2.804 1.262 -0.035
S 1.612 -1.002 1.245 0.145
C 3.052 -0.537 0.329 -0.839
C 3.141 -0.811 -1.168 0.938
C 4.296 -1.356 -1.727 -0.985
C 4.530 -1.214 -3.073 -0.630
C 3.604 -0.559 -3.831 -0.827
C 2.438 -0.055 -3.270 0.892
C 1.470 0.753 -4.132 -1.204
S 0.084 1.697 -3.460 0.314
C 0.069 3.816 -2.262 0.045
C -0.557 4.975 -2.748 -0.381
C -1.468 5.708 -1.934 -0.640
C -1.875 5.119 -0.765 -0.779
C -1.244 3.988 -0.263 -0.665
C -0.217 3.335 -0.930 0.737
S 0.787 2.214 -0.017 -0.292
N 2.165 -0.280 -1.985 0.605
H 1.003 -5.576 -0.514 0.390
H 1.801 -6.606 1.561 0.451
H 2.594 -5.191 3.508 0.395
H 2.660 -2.734 3.137 0.509
H 4.000 -1.000 0.759 0.517
H 3.111 0.556 0.389 0.228
H 5.099 -1.670 -1.020 0.361
H 5.443 -1.581 -3.548 0.413
H 3.695 -0.450 -4.898 0.498
H 1.023 0.106 -4.921 0.247
H 2.046 1.521 -4.703 0.627
H -0.215 5.375 -3.718 0.397
H -1.919 6.602 -2.304 0.396
H -2.579 5.654 -0.142 0.389
H -1.502 3.582 0.687 0.520
C 1.810 2.917 6.322 -0.187
C 0.971 3.294 5.263 -0.775
C 0.330 2.303 4.509 -0.043
C 0.528 0.955 4.764 0.257
C 1.248 0.629 5.934 -0.456
C 1.897 1.599 6.677 -0.556
N -0.332 0.008 4.178 -0.654
N -0.721 0.213 3.016 0.605
C -1.717 -0.661 2.534 -0.019
C -2.688 -1.247 3.399 -0.596
C -3.677 -2.037 2.875 -0.655
C -3.762 -2.161 1.506 -1.094
C -2.802 -1.533 0.741 -0.058
N -1.803 -0.748 1.189 0.687
H 2.286 3.685 6.998 0.297
H 0.894 4.343 5.007 0.357
H -0.284 2.505 3.657 0.473
H 1.252 -0.374 6.245 0.495
H 2.604 1.304 7.463 0.316
H -2.586 -0.976 4.443 0.497
H -4.463 -2.360 3.508 0.411
H -4.487 -2.844 1.013 0.426
H -2.832 -1.647 -0.322 0.530
F -5.220 1.693 -1.231 -0.225
C -4.955 0.466 -1.823 0.518
F -5.825 0.341 -2.836 -0.203
F -5.100 -0.482 -0.954 -0.132
S -3.140 0.502 -2.488 0.489
O -2.413 0.501 -1.170 -0.547
O 0.864 3.103 -3.134 -0.309
N -3.234 -1.031 -3.115 -0.461
S -1.922 -1.543 -3.802 0.908
O -0.711 -0.908 -3.257 -0.158
O -1.893 -2.958 -4.004 -0.656
C -1.883 -0.860 -5.499 0.572
F -2.781 -1.540 -6.249 -0.237
F -2.174 0.416 -5.607 -0.210
F -0.703 -1.077 -6.008 -0.225

92
Properties=species:S:1:pos:R:3:mulliken_charge:R:1 method="wB97M-V/def2-TZVPD" homo_lumo_gap_ha="0.2221 / 0.1276" total_energy_ha=-4960.151816 multiplicity=5 de_lowest_kcal_mol=54.7 charge=+4
N -5.452 4.044 -6.186 -0.414
C -5.231 4.508 -4.952 -0.229
C -4.298 3.907 -4.104 -0.291
C -3.561 2.755 -4.553 0.128
C -3.761 2.354 -5.890 -0.245
C -4.732 3.031 -6.654 -0.288
C -2.758 2.034 -3.581 -0.439
Ru -0.645 -0.235 -3.507 -0.609
P 4.001 -0.497 -1.909 0.316
C -1.444 1.511 -3.623 -0.062
C -0.936 1.235 -2.137 2.058
C 0.241 1.950 -1.737 -0.968
C 0.487 2.196 -0.415 -2.646
C -0.201 1.428 0.688 1.760
C -1.547 1.035 0.222 -2.145
C -1.914 0.980 -1.084 -1.870
Br 0.884 -0.240 1.254 -0.041
H -3.133 2.259 -2.578 0.427
H -0.705 1.999 -4.319 0.444
H -4.170 4.314 -3.095 0.488
H -3.221 1.505 -6.300 0.465
H -5.813 5.369 -4.611 0.409
H -4.933 2.724 -7.683 0.419
H 0.850 2.249 -2.609 0.943
H -2.971 0.966 -1.356 0.997
H 1.312 2.823 -0.126 0.884
H -2.299 0.770 0.956 0.720
P -0.864 -1.786 -1.886 1.704
C 3.173 1.021 -1.320 1.904
C 4.164 2.119 -0.896 -1.504
H 2.503 0.728 -0.499 -1.060
H 2.543 1.378 -2.141 -0.227
H 3.663 2.925 -0.337 0.384
H 4.978 1.727 -0.261 0.372
H 4.614 2.583 -1.789 0.445
C 3.428 -1.243 -3.467 0.832
C 4.562 -2.090 -4.098 -1.356
H 3.188 -0.405 -4.144 0.460
H 2.509 -1.830 -3.332 -0.939
H 4.331 -2.315 -5.148 0.428
H 5.512 -1.539 -4.079 0.420
H 4.708 -3.044 -3.572 0.374
C 3.814 -1.697 -0.510 0.303
C 4.840 -1.609 0.640 -1.375
H 3.913 -2.689 -0.981 0.546
H 2.790 -1.581 -0.109 -0.394
H 4.663 -2.435 1.342 0.404
H 5.869 -1.712 0.274 0.409
H 4.771 -0.673 1.209 0.305
C -0.956 -2.552 -0.221 -0.576
C -1.390 -4.023 -0.187 -1.213
H -1.621 -1.904 0.371 0.254
H 0.042 -2.394 0.224 0.416
H -2.480 -4.138 -0.251 0.299
H -0.923 -4.638 -0.968 0.270
H -1.083 -4.426 0.784 0.437
C 0.212 -2.864 -2.899 -1.136
C 0.217 -2.425 -4.360 -0.907
H -0.184 -3.882 -2.794 0.470
H 1.211 -2.817 -2.445 0.481
H -0.456 -3.090 -4.904 0.452
H -0.107 -1.401 -4.671 0.205
H 1.215 -2.543 -4.782 0.462
C -2.560 -1.911 -2.573 -0.725
C -3.735 -1.772 -1.567 -1.110
H -2.646 -2.848 -3.141 0.602
H -2.538 -1.049 -3.316 0.365
H -4.638 -1.480 -2.129 0.416
H -3.992 -2.708 -1.031 0.314
H -3.548 -0.992 -0.810 0.162
C 2.276 2.777 2.674 -1.159
C 1.137 2.042 3.334 -0.676
P -0.429 2.134 2.409 0.247
C -1.421 0.863 3.291 -0.122
C -2.436 1.337 4.322 -1.482
C -0.985 3.813 2.119 -0.284
C -1.544 4.478 3.373 -1.200
H 2.490 2.397 1.672 0.066
H 3.183 2.614 3.258 0.474
H 2.122 3.857 2.621 0.364
H 1.385 0.973 3.388 0.614
H 0.936 2.396 4.353 0.697
H -1.932 0.195 2.589 0.232
H -0.697 0.204 3.793 0.540
H -3.070 2.146 3.944 0.273
H -3.088 0.491 4.579 0.420
H -1.949 1.665 5.247 0.384
H -0.118 4.371 1.725 0.545
H -1.732 3.795 1.306 0.403
H -0.951 4.228 4.260 0.350
H -1.531 5.565 3.239 0.410
H -2.577 4.154 3.543 0.325

8
Properties=species:S:1:pos:R:3:mulliken_charge:R:1 method="wB97M-V/def2-TZVPD" homo_lumo_gap_ha="0.2240 / 0.2922" total_energy_ha=-463.392078 multiplicity=3 de_lowest_kcal_mol=1.1 charge=0
C 0.979 -1.157 -0.030 -0.558
H 0.655 -2.182 -0.303 0.272
O -0.314 -0.531 0.151 -0.390
C -0.419 0.815 0.416 0.879
O 0.475 1.566 -0.007 -0.637
O -1.638 1.126 0.564 -0.815
Li -2.211 -0.274 -0.602 0.885
Hg 2.474 0.637 -0.188 0.364

Number 1: maximum force 1.158 eV/Å. Number 2: maximum force 2.337 eV/Å. Number 3: maximum force 3.625 eV/Å. Number 4: maximum force 4.061 eV/Å.